DFT (ωB97M-V/def2-TZVPD) results for a single C11H9IN2O3 molecule at a distorted geometry.

Structure (XYZ):
```
26
C11H9IN2O3, DFT ωB97M-V/def2-TZVPD
O -2.45610 0.20880 4.46330
C -2.98821 0.09517 3.42569
O -4.24383 -0.35308 3.28165
C -2.13714 0.50678 2.19964
C -0.87530 1.40801 2.43510
C 0.00102 1.31666 1.21500
N 0.79077 2.31104 0.87779
N 1.47563 1.79327 -0.18285
C 0.97577 0.61904 -0.48433
C 1.42302 -0.13743 -1.56533
C 2.73698 0.04267 -2.05608
C 3.11155 -0.68919 -3.22405
C 2.27776 -1.67978 -3.82082
C 1.02765 -1.75778 -3.23992
C 0.53367 -1.03697 -2.16435
I -1.68964 -1.40208 -1.71586
O 0.14518 0.18011 0.52941
H -4.63390 -0.37665 4.21695
H -1.74813 -0.50830 1.82795
H -2.96318 0.86106 1.52195
H -0.28460 0.94651 3.19224
H -1.04434 2.43805 2.62507
H 3.43632 0.63854 -1.68744
H 4.08368 -0.48668 -3.52481
H 2.64250 -2.35421 -4.62276
H 0.40287 -2.58356 -3.52311
```

Values from the calculation:
Net charge: 0
SMILES: O=C(O)CCc1nnc(-c2ccccc2I)o1
LUMO energy in eV: -0.4
Energy relative to the best compared isomer or geometry (same formula, charge and spin) in kcal/mol: 27.9
Gap between HOMO and LUMO in eV: 8.6

Here are the Löwdin charges for atoms 1 to 6, given in e: 0.120, -0.572, 0.093, -0.073, -0.059, -0.356

***

DFT (ωB97M-V/def2-TZVPD) results for a molecular structure, C43H70Cl36F5N3O3S2 at a distorted geometry.

Structure (XYZ):
```
162
C43H70Cl36F5N3O3S2, DFT ωB97M-V/def2-TZVPD
C 7.54341 -1.91884 -1.40732
C 7.11562 -0.99531 -0.18678
C 7.15438 0.55758 -0.53682
C 6.19313 0.95277 -1.73673
C 5.32167 2.26211 -1.46082
C 3.88932 1.93269 -0.88278
C 3.91023 1.38399 0.60966
C 2.39181 1.14294 1.08761
C 2.14489 -0.32728 1.64121
C 1.49977 -0.36279 3.09656
C 0.06085 0.28794 3.17097
C -0.93616 -0.36984 2.13075
C -0.94039 0.36738 0.72673
C -2.24331 -0.12261 -0.06367
C -1.80753 -0.21743 -1.60682
C -1.84781 -1.70068 -2.16596
C -0.44768 -2.31174 -2.52517
C 0.64802 -1.45798 -3.05287
C 2.01548 -1.99679 -3.42325
N 3.07988 -1.26260 -3.86930
S 4.28807 -2.41033 -4.13420
N 3.48337 -3.78355 -3.67490
C 2.19168 -3.50454 -3.25621
C 1.13449 -4.43127 -2.74757
N 1.39037 -5.85294 -2.64866
C 2.48380 -6.08242 -2.06846
O 3.57709 -6.39150 -1.90898
C -0.17545 -3.82960 -2.37766
S -1.52745 -4.89319 -1.71765
O -2.82817 -4.54395 -2.30760
O -1.31247 -6.31159 -2.03525
C -1.54951 -4.61342 0.12209
F -2.83860 -4.87140 0.58555
F -1.30055 -3.29412 0.48437
C -0.56451 -5.55048 0.96561
F -1.26234 -6.49246 1.68040
F 0.46573 -6.07826 0.24554
F 0.03009 -4.73265 1.92686
H 7.75911 -1.25767 -2.30135
H 8.47331 -2.49994 -1.13825
H 6.77150 -2.68496 -1.69753
H 7.87367 -1.14973 0.62761
H 6.11615 -1.27704 0.26076
H 8.21479 0.84063 -0.82478
H 6.89863 1.19578 0.35457
H 5.45785 0.13882 -1.99724
H 6.85473 1.08218 -2.64910
H 5.14645 2.73103 -2.48058
H 5.90720 2.97671 -0.80351
H 3.35700 1.20024 -1.56338
H 3.25807 2.87400 -0.85070
H 4.32510 2.18485 1.29803
H 4.55382 0.47291 0.74310
H 1.76024 1.35024 0.17153
H 2.08495 1.92998 1.84494
H 3.16869 -0.81974 1.66963
H 1.52227 -0.97309 0.95850
H 2.17722 0.22659 3.77694
H 1.49167 -1.42975 3.45774
H -0.33337 0.07854 4.20947
H 0.07897 1.39438 3.03074
H -0.70061 -1.46717 2.07147
H -1.99492 -0.29345 2.52650
H -0.03452 0.09033 0.12089
H -1.02866 1.48644 0.81941
H -2.53126 -1.13896 0.33478
H -3.12881 0.55571 0.08022
H -2.61238 0.35566 -2.16950
H -0.85770 0.33229 -1.79372
H -2.44537 -1.68584 -3.13267
H -2.45255 -2.31287 -1.44862
H 0.49864 -0.32789 -3.19720
C -2.71310 2.35712 4.84536
Cl -1.74610 1.32013 5.89664
Cl -2.01475 2.45380 3.22056
H -3.71661 1.94533 4.77267
H -2.75372 3.35522 5.27334
C -0.97904 1.34913 -5.33008
Cl -0.53722 2.79090 -6.24958
Cl -0.18523 1.32969 -3.75182
H -2.05693 1.33812 -5.18270
H -0.67308 0.46862 -5.88900
C -5.53860 2.48672 -2.57034
Cl -5.09370 1.40028 -3.89682
Cl -4.56406 2.17022 -1.13091
H -5.37773 3.51248 -2.88589
H -6.58814 2.33525 -2.32705
C 1.15985 0.74587 8.92501
Cl 0.04920 2.06164 8.53159
Cl 0.81034 -0.67586 7.93437
H 2.17649 1.06920 8.73108
H 1.04824 0.48703 9.97496
C 0.89439 -8.97387 1.16670
Cl 1.23822 -9.98975 -0.23745
Cl 1.94591 -9.38110 2.52873
H 1.05550 -7.93298 0.89658
H -0.14056 -9.12228 1.46396
C -8.45751 4.62187 -0.98692
Cl -7.53148 3.57171 0.09320
Cl -7.70915 4.71317 -2.58794
H -9.46442 4.22343 -1.08978
H -8.49818 5.62123 -0.56014
C -9.29251 8.87306 -1.09348
Cl -10.03837 8.43985 -2.63477
Cl -9.59398 7.63672 0.13573
H -8.21964 8.97286 -1.23643
H -9.70925 9.81701 -0.75233
C -9.45301 0.22969 -0.70052
Cl -10.08274 1.16272 0.66298
Cl -7.81118 0.73153 -1.12482
H -9.44015 -0.82293 -0.43049
H -10.10061 0.38223 -1.56000
C 2.92221 2.36648 -7.85050
Cl 3.53169 1.95241 -6.24514
Cl 3.87138 3.66529 -8.58488
H 2.97826 1.48643 -8.48623
H 1.88926 2.69214 -7.76108
C 8.14813 -3.00415 3.25349
Cl 7.03385 -1.70243 2.82285
Cl 7.81750 -4.46745 2.31847
H 9.16537 -2.67870 3.05051
H 8.03655 -3.22881 4.31105
C 0.00247 -5.37170 5.03380
Cl -0.52727 -4.49486 6.47472
Cl 1.62477 -4.87400 4.54003
H 0.01097 -6.43673 5.25099
H -0.69131 -5.16579 4.22236
C -1.84754 5.29935 -1.41661
Cl -3.58510 5.08748 -1.65952
Cl -0.94256 3.94214 -2.09671
H -1.53134 6.21753 -1.90543
H -1.64469 5.36012 -0.35040
C -0.15518 -2.56397 -6.90952
Cl 0.25566 -1.11616 -7.84114
Cl 0.60600 -2.53429 -5.30463
H -1.23488 -2.61076 -6.78756
H 0.19258 -3.44059 -7.45118
C 4.45103 -1.00072 6.43018
Cl 3.98653 -0.95917 4.72640
Cl 4.11081 0.54011 7.23070
H 3.88999 -1.78690 6.92957
H 5.51575 -1.20494 6.50042
C 6.43559 -0.24526 10.11941
Cl 6.04365 -1.79583 9.36340
Cl 5.04130 0.83939 10.12789
H 6.74839 -0.42397 11.14463
H 7.24322 0.22390 9.56341
C -2.27044 5.85609 -6.63826
Cl -3.45743 6.84228 -7.50340
Cl -2.63770 5.77462 -4.91252
H -2.28180 4.84991 -7.04828
H -1.28532 6.29697 -6.76861
C -7.04385 5.52710 -8.07823
Cl -8.23286 6.50471 -8.94772
Cl -7.41140 5.45343 -6.35146
H -7.05287 4.51853 -8.48335
H -6.06002 5.96902 -8.20975
C -3.48908 -1.18312 8.40007
Cl -4.72738 -0.21759 7.58814
Cl -3.78441 -1.27555 10.14049
H -3.49927 -2.18835 7.98690
H -2.51766 -0.72377 8.23092
```

Values from the calculation:
Net charge: 0
LUMO energy in eV: -1.7
Gap between HOMO and LUMO in eV: 7.0

Here are the Löwdin charges for atoms 1 to 6, given in e: -0.111, -0.307, -0.216, -0.212, -0.208, -0.216

***

DFT (ωB97M-V/def2-TZVPD) results for a molecular structure, C14H16N2PmS2Si2 at a distorted geometry.

Structure (XYZ):
```
37
C14H16N2PmS2Si2, DFT ωB97M-V/def2-TZVPD
Pm -0.77300 1.65409 1.10218
C -2.64308 -1.06407 -1.53394
Si -1.14697 -1.03756 -0.27480
C -1.52288 -2.49641 0.91560
C 0.35496 -1.66476 -1.26268
C 0.32049 -2.87697 -1.96109
C 1.44098 -3.41399 -2.63521
C 2.63461 -2.71769 -2.54737
C 2.67351 -1.49545 -1.87031
C 1.55754 -0.98825 -1.20930
Si 1.76610 0.63776 -0.27258
C 2.62633 1.81891 -1.54499
C 3.14211 0.18499 1.06107
H -2.89289 -2.05826 -1.95572
H -2.50251 -0.39154 -2.35540
H -3.47908 -0.67783 -0.97436
H -1.65847 -3.51828 0.50433
H -2.44557 -2.32787 1.49766
H -0.66238 -2.51330 1.60086
H -0.59224 -3.46447 -1.94398
H 1.35762 -4.35650 -3.13695
H 3.53679 -3.11987 -3.00629
H 3.61967 -0.98502 -1.87118
H 3.59359 1.44665 -1.92329
H 2.80100 2.77696 -1.05744
H 2.01138 1.97478 -2.41991
H 4.12968 -0.06686 0.65687
H 2.75247 -0.68324 1.61083
H 3.31794 0.98653 1.77461
S -0.74546 2.48730 3.71569
C -2.25436 3.34372 3.42771
C -3.12102 3.36354 4.57099
N -3.78871 3.27296 5.50443
C -2.65873 3.96928 2.29338
S -1.82660 4.25208 0.79297
C -3.94930 4.61821 2.33366
N -4.97353 5.13044 2.39395
```

Values from the calculation:
Spin multiplicity: 5
Net charge: -1
LUMO energy (alpha / beta) in eV: 1.9 / 2.1
Energy relative to the best compared isomer or geometry (same formula, charge and spin) in kcal/mol: 0.0
Gap between HOMO and LUMO (alpha / beta) in eV: 6.5 / 6.5

Here are the Löwdin charges for atoms 1 to 6, given in e: 0.981, -0.271, 0.463, -0.285, -0.356, -0.102

***

DFT (ωB97M-V/def2-TZVPD) results for a single C5H6O molecule.

Structure (XYZ):
```
12
C5H6O, DFT ωB97M-V/def2-TZVPD
C 2.42508 0.69852 -0.48930
C 1.42847 0.23707 0.00826
C 0.27318 -0.38631 0.60721
C -0.77398 -1.00899 -0.30853
C -1.13715 0.17539 0.51707
O -1.47167 1.40642 -0.02688
H 3.31311 1.10681 -0.91987
H 0.48713 -0.92361 1.52877
H -0.61910 -0.82546 -1.36966
H -1.14964 -1.99893 -0.07039
H -1.73986 0.00763 1.40468
H -1.03557 1.51146 -0.88137
```

Values from the calculation:
Net charge: 0
SMILES: C#C[C@@H]1C[C@@H]1O
LUMO energy (alpha / beta) in eV: 1.0 / 1.0
Energy relative to the best compared isomer or geometry (same formula, charge and spin) in kcal/mol: 60.3
Gap between HOMO and LUMO (alpha / beta) in eV: 10.3 / 10.3

Here are the Löwdin charges for atoms 1 to 6, given in e: 0.115, -0.115, -0.240, -0.055, -0.336, 0.006

***

DFT (ωB97M-V/def2-TZVPD) results for a single C15H17ClN2O3 molecule at a distorted geometry.

Structure (XYZ):
```
38
C15H17ClN2O3, DFT ωB97M-V/def2-TZVPD
O -0.09879 2.09429 -0.73331
C -0.35548 1.45109 0.26342
N 0.45086 1.38163 1.34193
C 1.80094 1.89356 1.33444
C 2.81788 0.75090 1.48161
C 2.61043 -0.27295 0.40575
C 1.98780 -1.42989 0.59862
C 1.75116 -2.31678 -0.58064
C 1.13658 -1.48218 -1.71444
C 1.95499 -0.21594 -2.01401
C 3.07448 0.02732 -0.98698
C -1.63512 0.67765 0.39146
C -1.67185 -0.61007 0.92272
C -2.85751 -1.31680 0.96942
C -4.03661 -0.76059 0.48301
Cl -5.49427 -1.65896 0.61301
C -3.99777 0.52451 -0.06442
N -5.17229 1.17696 -0.60349
O -6.04306 0.48665 -1.07710
O -5.19135 2.38606 -0.55053
C -2.80202 1.23025 -0.11059
H 0.17972 0.81474 2.12941
H 1.92708 2.61597 2.14727
H 1.93055 2.40513 0.37881
H 3.82316 1.17107 1.41975
H 2.69801 0.28754 2.46413
H 1.63716 -1.74299 1.57236
H 1.09093 -3.14729 -0.32744
H 2.70159 -2.73606 -0.92526
H 1.05146 -2.09996 -2.60927
H 0.12435 -1.19784 -1.41746
H 1.29212 0.64927 -2.01395
H 2.40563 -0.28205 -3.00510
H 3.91362 -0.63685 -1.21892
H 3.43080 1.05387 -1.07208
H -0.76370 -1.07632 1.27462
H -2.88486 -2.31201 1.38329
H -2.78660 2.21706 -0.55006
```

Values from the calculation:
Net charge: 0
SMILES: O=C(NCCC1=CCCCC1)c1ccc(Cl)c([N+](=O)[O-])c1
LUMO energy in eV: -0.6
Energy relative to the best compared isomer or geometry (same formula, charge and spin) in kcal/mol: 57.0
Gap between HOMO and LUMO in eV: 8.7

Here are the Löwdin charges for atoms 1 to 6, given in e: 0.074, -0.458, 0.079, -0.158, -0.133, -0.267